Below is a 2-piece molecular cluster, C6H10O overall, with properties calculated with ωB97M-V/def2-TZVPD.

Last column: Mulliken charge in e.
CARTESIAN COORDINATES (ANGSTROEM)
O 1.4980 1.4153 -0.1283  -0.54
C 0.8557 0.4098 -0.3374  0.58
C 1.3810 -0.9665 0.0054  -0.73
C 0.4252 -1.5924 0.9989  -0.34
C -0.8202 -1.1541 1.1843  -0.32
C -1.4426 -0.0172 0.4124  -0.61
C -0.5862 0.4011 -0.7980  -0.60
H 1.4537 -1.5817 -0.9032  0.29
H 2.3865 -0.8613 0.4224  0.36
H 0.8109 -2.4098 1.6043  0.36
H -1.4365 -1.6164 1.9530  0.35
H -1.5671 0.8479 1.0777  0.30
H -2.4504 -0.2946 0.0803  0.35
H -0.8815 1.3823 -1.1766  0.28
H -0.7041 -0.3382 -1.6005  0.29
H 0.4444 3.4906 -1.7814  0.20
H 0.7403 3.0742 -1.2376  -0.22

As for the energy: -309.8070 Ha. The SMILES is O=C1CC=CCC1.[H][H].

=====

Below is C12H37BNO8Rb as an isolated structure in a non-equilibrium geometry, with properties calculated with ωB97M-V/def2-TZVPD.

Last column: Mulliken charge in e.
CARTESIAN COORDINATES (ANGSTROEM)
Rb 2.0083 -1.4891 -2.1167  0.87
B -0.5590 0.2533 -1.6544  1.92
H -1.4598 -0.2899 -1.8947  -0.28
H 0.0448 0.2395 -2.5485  -0.36
H -0.8839 1.2350 -1.3464  -0.63
H -0.0845 -0.1568 -0.7764  -0.80
C 4.0447 2.5125 1.9467  -0.73
O 3.1142 1.5838 2.5134  -0.33
C 2.4750 0.7346 1.5720  -0.60
C 1.3881 -0.0434 2.3233  0.10
N 1.9067 -1.2519 2.9783  -0.44
C 0.8161 -1.9234 3.7255  -0.60
C 1.2709 -3.1240 4.5627  -0.68
O 2.2718 -2.7625 5.5387  -0.30
C 2.8974 -3.8492 6.1451  -0.72
H 3.5999 3.1991 1.2263  0.26
H 4.8389 1.9465 1.4598  0.30
H 4.3572 2.9704 2.8852  0.25
H 3.2002 0.1250 1.0330  0.34
H 1.9889 1.4143 0.8721  0.30
H 0.7073 -0.3933 1.5473  -0.07
H 0.8916 0.6323 3.0197  0.25
H 2.5960 -0.9539 3.6537  0.30
H -0.0235 -2.1963 3.0863  0.39
H 0.3758 -1.2012 4.4130  0.32
H 1.6335 -3.9320 3.9271  0.40
H 0.4659 -3.5098 5.1882  0.39
H 3.4204 -4.3888 5.3555  0.30
H 2.1619 -4.5225 6.5852  0.28
H 3.5518 -3.5229 6.9534  0.23
C -3.2117 2.5949 -2.7402  -0.54
C -2.0695 2.7463 -3.8191  -0.28
O -0.6959 2.6737 -3.4390  -0.59
O -3.3321 1.2647 -2.2775  -0.61
H -4.1397 3.0525 -3.0829  0.48
H -2.9914 3.2488 -1.8964  0.17
H -2.1378 3.6904 -4.3596  0.49
H -2.3975 2.0252 -4.5678  0.01
H -0.5300 1.9137 -2.8764  0.50
H -2.4893 0.9251 -1.9678  0.82
C -1.5371 -2.0799 -5.0827  -0.47
C -1.2420 -0.8886 -6.0098  0.01
O 0.0753 -0.9962 -6.6266  -0.52
O -0.9463 -1.9661 -3.7867  -0.44
H -1.0709 -2.9667 -5.5120  0.25
H -2.6164 -2.2324 -5.0807  0.34
H -1.4417 0.0552 -5.5025  -0.07
H -1.9724 -0.8348 -6.8171  0.37
H 0.7288 -0.8798 -5.9331  0.26
H -1.4441 -1.3230 -3.2766  0.17
C -2.1441 0.6523 1.8030  0.07
C -1.8753 2.0804 1.3197  -0.34
O -0.5519 2.2580 0.8891  -0.63
O -2.1435 -0.2890 0.7333  -0.61
H -3.1028 0.5893 2.3177  0.48
H -1.3815 0.4281 2.5488  -0.13
H -1.9907 2.7789 2.1484  0.39
H -2.4990 2.5282 0.5460  0.07
H -0.4981 1.8845 0.0064  -0.34
H -1.3682 -0.2689 0.1676  0.01

As for the energy: -1184.8119 Ha.

=====

Result set for orbital gap: 10.247, 7.866 eV, one per record in the order listed.